Entry 1:
Entry from the Open Molecules 2025 dataset: a molecular structure, C6H9NO at a distorted geometry (ωB97M-V/def2-TZVPD).

XYZ file:
```
17
Properties=species:S:1:pos:R:3
C 0.3164 0.5879 1.0022
C 0.2085 -0.8016 0.5760
C -1.2988 -0.4185 0.2065
C -0.5668 0.8241 -0.2198
C 1.4842 0.0132 -1.2827
C 0.5328 -0.9784 -1.0409
H -1.1621 1.7682 1.8240
H 1.1543 1.1496 1.1258
H 0.3989 -1.6392 1.1991
H -1.7019 -1.0322 -0.4952
H -1.9611 -0.5506 0.9863
H -1.4734 1.6850 -0.4608
H 2.0333 0.4782 -0.2543
H 1.9519 -0.1377 -2.2942
H 0.6307 -2.1352 -1.3199
N -0.0043 0.2754 -1.6770
O -0.5426 0.9117 2.1249
```

## Properties
Energy above the lowest of the compared OMol25 structures with the same formula, charge and spin: 713.79 kJ/mol
Kohn-Sham gap: 0.400 Eh
Energy: -363.7524 Ha
E_HOMO: -10.0 eV

Entry 2:
Entry from the Open Molecules 2025 dataset: a molecular structure, InNO3 at a distorted geometry (ωB97M-V/def2-TZVPD).

XYZ file:
```
5
Properties=species:S:1:pos:R:3
In 1.4321 -1.8178 0.4486
N -0.3930 0.4584 -0.1091
O -1.3666 1.1584 -0.4003
O 0.6533 0.9042 0.4252
O -0.3258 -0.7033 -0.3643
```

## Properties
Total charge: +2
Energy above the lowest of the compared OMol25 structures with the same formula, charge and spin: 193.36 kJ/mol
Kohn-Sham gap: 0.170 Eh
Energy: -469.4625 Ha
E_HOMO: -22.3 eV

Entry 3:
Entry from the Open Molecules 2025 dataset: 2 unconnected molecules or ions with the total composition C6H9N (ωB97M-V/def2-TZVPD).

XYZ file:
```
16
Properties=species:S:1:pos:R:3
C 1.7728 0.6672 -0.1398
N 0.7117 -0.0290 -0.3131
C 0.0127 -0.9521 0.5932
C -1.3083 -0.2044 0.7843
C -1.2867 1.0406 -0.0997
C -0.5166 0.1482 -1.1171
C -1.1069 -1.0907 -0.4115
H 2.1938 1.2479 -0.9531
H 2.5085 -1.3431 1.1098
H 2.2243 0.7084 0.8427
H 1.7585 -1.4983 1.1962
H -1.9112 -0.3746 1.6692
H -0.7270 1.9238 0.2442
H -2.2819 1.3301 -0.4450
H -0.4220 0.3937 -2.1777
H -1.6216 -1.9675 -0.7826
```

## Properties
Energy above the lowest of the compared OMol25 structures with the same formula, charge and spin: 697.51 kJ/mol
Kohn-Sham gap (spin up / spin down): 0.281 / 0.281 Eh
Energy: -288.5164 Ha
E_HOMO (spin up / spin down): -7.4 / -7.4 eV